20
Properties=species:S:1:pos:R:3 method="wB97M-V/def2-TZVPD" spin_multiplicity=1 e_above_lowest_kj_mol=25.0 homo_lumo_gap_ev=10.30 max_force_ev_per_a=0.4 energy_ha=-291.149224
N -1.40 0.98 -0.51
C 2.39 -1.48 -1.21
C -0.84 0.11 0.23
C 1.42 -0.46 -0.61
C -2.08 2.11 0.07
C -0.02 -0.97 -0.46
C -0.82 0.11 1.75
H -0.38 1.03 2.15
H -0.46 -1.17 -1.44
H -3.15 2.04 -0.15
H -1.96 2.23 1.16
H -0.03 -1.90 0.12
H 2.25 -1.59 -2.29
H 2.26 -2.47 -0.76
H -0.23 -0.73 2.13
H -1.71 3.02 -0.42
H 3.43 -1.17 -1.04
H 1.39 0.44 -1.24
H -1.83 0.03 2.15
H 1.79 -0.14 0.37

***

102
Properties=species:S:1:pos:R:3 method="wB97M-V/def2-TZVPD" spin_multiplicity=2 homo_lumo_gap_ev="1.34 / 5.49" max_force_ev_per_a=4.9 charge=-2 energy_ha=-5137.962378 s_squared=0.753
S -4.06 -1.15 4.65
S 0.70 -4.06 -3.76
S 5.89 -0.18 0.17
S -2.31 6.37 -1.97
P -0.22 -0.35 0.68
F -0.90 -1.81 0.47
F 1.19 -1.05 0.21
F -0.51 -0.06 -0.91
F 0.02 -0.78 2.23
F 0.55 1.08 0.84
F -1.65 0.39 0.93
O -2.78 5.24 -2.78
O -0.95 -3.84 -4.08
O -4.73 0.36 -3.00
O 1.05 -5.22 -4.63
O 2.43 0.00 -4.52
O -4.37 -2.41 5.31
O 3.33 -5.89 0.58
O -0.78 6.07 -1.54
O 5.53 -0.29 1.81
O 4.43 -4.94 2.16
O 4.81 -0.93 -0.49
O 7.29 -0.60 0.00
O -0.01 -4.97 0.89
O 0.83 1.41 -4.11
O -2.99 6.83 -0.77
O -4.26 2.26 -4.06
O 1.41 -2.81 -3.95
O -0.89 3.40 3.01
O 0.52 4.93 2.53
O -0.59 -5.67 2.91
O -4.96 -1.02 3.27
O -4.19 0.10 5.39
N 3.56 -4.96 1.35
N -3.94 1.23 -3.50
N 0.24 3.76 2.75
N 1.84 0.80 -3.80
N -0.80 -5.20 1.78
C 4.28 -0.22 3.93
C 4.29 0.20 2.43
C -1.99 7.80 -3.06
C 5.72 1.66 0.09
C 0.70 -4.57 -1.98
C -2.30 -3.11 -2.26
C -4.98 0.22 2.59
C -2.46 1.01 -3.53
C -0.51 4.85 -0.83
C -1.50 -2.65 -3.44
C 0.93 4.44 -0.88
C -2.35 -1.24 3.87
C 2.47 1.14 -2.51
C -2.24 -5.06 1.41
C 1.36 2.76 2.84
C -4.94 0.02 1.02
C 2.88 -3.67 1.13
H 3.44 -0.17 1.86
H 1.62 -5.14 -1.80
H -4.02 -0.38 0.60
H -2.43 -6.06 1.02
H 1.07 3.42 -0.51
H -2.37 0.22 -2.78
H -2.94 7.94 -3.58
H -2.26 -0.21 3.51
H 4.28 1.28 2.57
H -0.83 5.06 0.19
H -2.42 -1.93 3.02
H -1.21 7.44 -3.73
H 6.38 2.09 0.84
H -0.08 -5.31 -1.82
H -1.60 -1.56 4.59
H 0.63 -3.67 -1.38
H -5.64 -0.81 0.90
H 4.73 2.04 0.32
H 1.71 0.97 -1.74
H 1.14 4.37 -1.95
H 3.26 0.41 -2.33
H 5.92 1.96 -0.94
H 3.55 -2.81 1.18
H 5.16 0.13 4.47
H -1.98 1.94 -3.23
H -5.92 0.69 2.88
H -1.71 -3.50 -1.42
H -1.04 3.97 -1.20
H 3.32 0.03 4.37
H -2.93 -2.30 -1.89
H 2.37 -3.61 0.17
H -2.17 -4.31 0.63
H 4.31 -1.30 3.80
H -1.70 8.66 -2.45
H -0.75 -1.98 -3.02
H 0.97 1.75 2.96
H 1.87 2.76 1.87
H 2.19 -3.49 1.96
H -2.92 -4.85 2.23
H 1.94 2.94 3.74
H -2.15 0.71 -4.53
H 2.85 2.16 -2.54
H -5.17 0.95 0.49
H 1.59 5.08 -0.30
H -4.09 0.81 2.82
H -2.07 -2.08 -4.18
H -2.95 -3.95 -2.53

***

19
Properties=species:S:1:pos:R:3 method="wB97M-V/def2-TZVPD" spin_multiplicity=2 e_above_lowest_kj_mol=205.3 homo_lumo_gap_ev="8.21 / 4.41" max_force_ev_per_a=3.9 charge=+2 energy_ha=-323.139523 s_squared=0.771
N 1.52 -0.78 -3.39
N -1.93 0.75 2.85
N 0.59 -1.06 0.26
C 1.08 -0.47 -1.01
C -0.84 0.98 2.02
C 1.05 -1.20 -2.15
C -0.94 1.73 0.90
H 1.50 0.55 -0.87
H 0.46 -2.12 -2.21
H 1.18 -1.36 -4.16
H -2.79 1.15 2.57
H -0.32 -0.62 0.50
H 1.20 -0.96 1.07
H 1.51 0.21 -3.59
H -0.25 1.78 0.07
H 0.12 0.53 2.36
H -1.85 2.35 0.80
H 0.47 -2.08 0.13
H -1.78 0.63 3.85